1.
{
  "formula": "C7H12N2O",
  "method": "wB97M-V/def2-TZVPD",
  "total_charge": 0,
  "homo_ha": -0.3388,
  "symbols": ["O", "N", "N", "C", "C", "C", "C", "C", "C", "C", "H", "H", "H", "H", "H", "H", "H", "H", "H", "H", "H", "H"],
  "xyz": [[3.10027, -0.02632, 1.54008], [3.21814, -0.37374, -0.62942], [-1.34379, 0.75274, 0.35808], [1.03929, 0.79159, 0.11880], [-0.30353, -1.18954, -0.98429], [-0.22598, -1.49877, 0.49418], [-2.69870, 0.31685, 0.09100], [2.38484, 0.15547, 0.13392], [-0.20397, -0.07941, 0.02726], [-2.07457, 1.38715, -0.72753], [-1.25255, -1.35167, -1.49619], [2.64744, 0.59249, 2.13301], [-2.35116, 2.43266, -0.57804], [-3.43040, 0.56862, 0.86129], [1.03327, 1.49209, -0.73370], [0.69436, -1.93593, 0.87908], [0.95830, 1.39842, 1.03556], [-2.85896, -0.65309, -0.38610], [0.57857, -1.39430, -1.58967], [-1.77841, 1.11886, -1.74614], [-1.14164, -1.83126, 0.98653], [4.00915, -0.67290, 0.21228]],
  "atomic_forces_ev_per_a": [[-3.280, 1.711, -0.846], [1.433, -0.746, 1.025], [0.037, 0.187, 0.170], [0.286, 0.696, -0.219], [0.142, 0.015, -0.176], [0.075, -0.076, 0.171], [-0.148, -0.252, 0.013], [3.095, -1.820, 3.191], [-0.189, -0.300, 0.060], [0.031, 0.187, -0.270], [0.260, 0.059, 0.144], [0.341, -0.248, 0.463], [0.096, -0.312, -0.039], [0.250, -0.073, -0.208], [-0.026, -0.155, 0.261], [-0.209, 0.097, -0.085], [-0.110, -0.160, -0.366], [0.041, 0.257, 0.095], [-0.182, 0.036, 0.142], [-0.108, 0.063, 0.262], [0.295, 0.091, -0.126], [-2.129, 0.742, -3.661]],
  "nbo_charge": [-0.80, -0.63, -0.40, -0.49, -0.46, -0.42, -0.26, 0.54, 0.12, -0.26, 0.22, 0.46, 0.20, 0.21, 0.25, 0.23, 0.24, 0.19, 0.24, 0.20, 0.22, 0.40]
}


2.
{
  "formula": "C7H12N2O",
  "method": "wB97M-V/def2-TZVPD",
  "total_charge": 0,
  "homo_ha": -0.3412,
  "symbols": ["O", "N", "N", "C", "C", "C", "C", "C", "C", "C", "H", "H", "H", "H", "H", "H", "H", "H", "H", "H", "H", "H"],
  "xyz": [[2.19268, 0.82856, -1.45077], [2.08614, -1.32427, 0.31454], [1.16452, 2.16961, -0.01804], [-2.15429, 0.81924, 0.06785], [-1.73838, 0.05744, -1.16305], [-0.75586, -0.81306, -0.91489], [1.12399, -0.31911, 0.75036], [1.40124, 0.94872, -0.01331], [-1.40348, 0.09829, 1.20842], [-0.33324, -0.79692, 0.53733], [-0.27725, -1.44498, -1.66523], [1.91519, -1.63035, -0.63818], [-2.18780, 0.22096, -2.14437], [1.71069, 2.37763, -1.11648], [-0.35186, -1.81261, 0.96435], [2.06374, -2.14228, 0.91513], [-2.10142, -0.53964, 1.76649], [-3.24444, 0.80580, 0.21423], [-1.86395, 1.87849, -0.01856], [2.47536, -0.10410, -1.33882], [-0.96295, 0.80324, 1.92487], [1.24139, -0.08067, 1.81812]],
  "atomic_forces_ev_per_a": [[-1.071, -3.682, 3.203], [0.497, -0.094, 0.420], [0.751, 0.794, -1.701], [-0.194, 0.221, -0.042], [0.310, -0.326, -0.050], [-0.266, 0.193, -0.182], [-0.293, 0.081, -0.403], [1.755, 1.790, -4.491], [-0.092, 0.010, 0.138], [-0.221, 0.076, 0.109], [-0.184, 0.166, 0.180], [-0.310, -0.167, 0.243], [0.179, -0.015, 0.286], [-2.216, 0.318, 4.191], [-0.002, 0.218, -0.066], [-0.010, 0.151, -0.117], [0.162, 0.167, -0.116], [0.266, -0.019, -0.027], [-0.018, -0.292, 0.016], [0.774, 0.745, -1.127], [-0.075, -0.135, -0.169], [0.258, -0.201, -0.295]],
  "nbo_charge": [-0.83, -0.83, -0.63, -0.45, -0.15, -0.22, -0.14, 0.54, -0.40, -0.25, 0.21, 0.36, 0.21, 0.42, 0.21, 0.38, 0.21, 0.21, 0.23, 0.47, 0.22, 0.24]
}


3.
{
  "formula": "C7H12N2O2S",
  "method": "wB97M-V/def2-TZVPD",
  "total_charge": 0,
  "homo_ha": -0.3286,
  "symbols": ["S", "O", "O", "N", "N", "C", "C", "C", "C", "C", "C", "C", "H", "H", "H", "H", "H", "H", "H", "H", "H", "H", "H", "H"],
  "xyz": [[-1.61064, -0.20837, 1.37653], [-0.84725, -0.31685, 2.58821], [-3.01378, 0.12400, 1.42505], [0.23721, -1.73671, -0.74784], [-1.72963, -1.56383, 0.49193], [-0.64315, 0.88163, 0.30300], [-0.90449, -2.16627, -0.29393], [-1.28353, 1.73248, -0.76862], [-0.43920, 2.32395, 0.37327], [0.92587, -0.61672, -0.20143], [1.60197, -0.81431, 1.17825], [1.71057, 0.12445, -1.25789], [-1.00929, 1.34376, -1.72500], [2.35384, 0.98255, -0.78808], [1.20162, -1.78840, 1.55988], [2.63859, -0.82123, 0.84177], [-1.21030, -3.01444, -0.86791], [0.48705, 2.85363, 0.13545], [0.52803, -2.01743, -1.72333], [-2.38529, 1.78020, -0.61444], [0.95358, 0.54283, -2.03173], [-1.15722, 2.86164, 0.91103], [2.26377, -0.61229, -1.89385], [1.33167, 0.12574, 1.72968]],
  "atomic_forces_ev_per_a": [[-0.245, 1.656, -1.016], [-0.283, -0.581, 0.080], [0.648, 0.854, 0.398], [3.571, 1.294, -1.949], [0.806, -2.083, 0.125], [0.514, -3.367, -0.311], [-2.478, 0.866, 0.374], [-0.996, -1.837, 1.315], [0.358, 0.080, -2.053], [-1.979, 2.771, 0.739], [-1.282, 0.469, -1.759], [-0.632, 1.112, -0.875], [0.569, 0.762, -0.809], [-1.103, -1.812, -1.149], [0.750, 1.189, 0.353], [0.383, -0.396, 0.918], [-0.758, -0.843, 0.184], [-0.111, -0.446, 0.279], [-0.530, 0.237, 1.715], [0.902, 0.272, -0.290], [1.274, -0.228, 1.348], [-0.389, 0.861, 1.516], [0.340, 0.640, 0.766], [0.671, -1.468, 0.101]],
  "nbo_charge": [2.29, -0.94, -0.93, -0.63, -0.79, -0.32, 0.35, -0.47, -0.44, 0.32, -0.67, -0.69, 0.21, 0.25, 0.24, 0.21, 0.18, 0.23, 0.41, 0.24, 0.23, 0.24, 0.22, 0.27]
}


4.
{
  "formula": "C7H12N2O2S",
  "method": "wB97M-V/def2-TZVPD",
  "total_charge": 0,
  "homo_ha": -0.3315,
  "symbols": ["S", "O", "O", "N", "N", "C", "C", "C", "C", "C", "C", "C", "H", "H", "H", "H", "H", "H", "H", "H", "H", "H", "H", "H"],
  "xyz": [[3.69750, -0.15309, -0.27174], [3.29820, -1.54910, -0.10263], [4.12322, 0.38938, 0.97995], [-1.03884, 2.08948, -0.03372], [0.88483, 1.99357, -1.22074], [-0.26690, -1.31954, -0.03270], [0.01301, 2.09045, 0.83475], [-0.41207, 1.97319, -1.25392], [-0.27483, -3.70823, -0.46437], [-0.11398, -2.53085, 0.42846], [1.16640, 2.01925, 0.15077], [-2.46403, 2.04963, 0.39681], [-0.02411, -3.39632, -1.58800], [-0.24584, -1.05605, -1.05134], [-1.25688, -3.85213, -0.54773], [-0.27394, 2.10063, 1.92152], [0.32257, -4.57349, -0.18826], [-1.08493, 2.00747, -2.08492], [2.20272, 2.05006, 0.58730], [-2.49360, 3.05650, 0.98934], [-3.01060, 2.13163, -0.56362], [0.10733, -2.55358, 1.52800], [-0.23831, -0.48213, 0.64662], [-2.61694, 1.22327, 0.94016]],
  "atomic_forces_ev_per_a": [[-0.633, -2.849, 1.322], [0.270, 1.567, -1.306], [0.381, 1.193, -0.077], [1.489, -0.903, -0.291], [0.217, -0.412, 1.000], [0.413, 1.442, 0.849], [-1.551, 0.073, 3.031], [-1.999, 0.629, -0.088], [4.288, 1.389, -2.140], [0.440, -0.093, 1.198], [1.691, 0.371, -0.228], [2.475, 5.677, -2.657], [-0.042, -0.593, 2.334], [-0.432, 0.032, -1.293], [-4.005, -1.490, 0.036], [0.922, 0.068, -1.199], [-0.289, -0.123, -0.051], [0.263, -0.171, -0.830], [-1.392, -0.007, -0.750], [-0.890, -2.047, -0.831], [-0.261, -0.175, 0.962], [-0.480, -0.774, -1.060], [0.084, 0.155, 0.104], [-0.960, -2.961, 1.967]],
  "nbo_charge": [1.66, -0.82, -0.84, -0.35, -0.46, -0.42, -0.10, 0.18, -0.64, -0.17, -0.14, -0.38, 0.20, 0.19, 0.21, 0.21, 0.22, 0.18, 0.22, 0.22, 0.22, 0.20, 0.19, 0.21]
}